Here is a structure of composition C9H13BN2Os in a non-equilibrium geometry from the OMol25 dataset. Energies are from ωB97M-V with the def2-TZVPD basis set.

Values from the calculation:
Orbital gap (spin up / spin down): 5.23 / 6.21 eV
Lowest unoccupied orbital energy (spin up / spin down): 0.0074 / -0.0944 Eh

ORCA input file:
```
! RIJCOSX wB97M-V def2-TZVPD def2/J DEFGRID3
* xyz 0 5
C 0.05 -1.25 -2.00
C -1.29 -1.39 -1.48
C -1.21 -2.01 -0.19
C 0.18 -2.28 0.09
C 0.95 -1.82 -1.03
Os -0.12 -0.18 -0.20
C -0.92 1.52 -1.00
C 0.48 1.89 -1.46
C 0.75 2.54 -2.64
N 1.35 1.28 -0.62
H -2.05 -2.24 0.45
H -2.20 -1.05 -1.97
H 0.57 -2.75 0.98
H 2.03 -1.87 -1.13
H 0.32 -0.82 -2.96
H -1.67 1.45 -1.79
H 2.35 1.23 -0.80
H -1.21 2.04 -0.09
H -0.10 2.89 -3.22
H 1.78 2.68 -2.96
B 0.00 0.01 4.52
C -0.01 0.04 3.00
N -0.03 0.08 1.82
H 1.01 -0.58 4.87
H -1.01 -0.58 4.89
H 0.00 1.16 4.90
*
```

Here is a structure of composition C9H13BiN3O4 in a non-equilibrium geometry from the OMol25 dataset. Energies are from ωB97M-V with the def2-TZVPD basis set.

Values from the calculation:
Orbital gap: 4.80 eV
Lowest unoccupied orbital energy: -0.5185 Eh

ORCA input file:
```
! RIJCOSX wB97M-V def2-TZVPD def2/J DEFGRID3
* xyz 3 1
Bi 0.00 -0.04 -2.64
O -0.57 3.10 -2.78
C -0.36 1.95 -2.76
C 1.88 -0.73 -2.76
O 2.98 -1.12 -2.78
C -1.55 -1.33 -2.75
O -2.45 -2.08 -2.78
C -0.02 -0.03 -4.80
O -0.01 -0.03 -5.96
C -2.53 0.20 0.63
N -1.20 0.18 1.36
C -1.37 0.11 2.77
C 0.05 0.10 0.79
N 0.05 0.11 -0.54
N 1.31 -0.04 1.36
C 1.58 -0.13 2.76
C 2.51 -0.20 0.50
H -3.39 0.22 1.33
H -2.68 -0.71 0.02
H -2.64 1.10 0.01
H -1.00 -0.86 3.13
H -0.88 0.99 3.21
H -2.41 0.15 3.11
H -0.95 0.26 -0.73
H 2.05 -1.10 2.96
H 2.25 0.71 3.02
H 0.76 -0.06 3.46
H 2.48 -1.11 -0.12
H 2.69 0.67 -0.15
H 3.41 -0.30 1.14
*
```

Here is a structure of composition C9H13BrILuNSi in a non-equilibrium geometry from the OMol25 dataset. Energies are from ωB97M-V with the def2-TZVPD basis set.

Values from the calculation:
Orbital gap: 2.00 eV
Lowest unoccupied orbital energy: -0.5417 Eh

ORCA input file:
```
! RIJCOSX wB97M-V def2-TZVPD def2/J DEFGRID3
* xyz 3 1
C 0.70 -1.61 0.20
Si 0.26 0.04 0.97
Br 0.21 -0.26 3.13
C 1.35 1.50 0.66
C 2.85 1.16 0.63
C 3.30 0.78 -0.78
I 4.14 2.46 -1.79
C -1.50 -0.07 0.24
C -1.66 -0.59 -1.09
C -2.96 -0.77 -1.61
N -4.06 -0.48 -0.94
C -3.92 0.04 0.28
C -2.67 0.25 0.89
H -0.29 -2.09 0.38
H 0.88 -1.55 -0.88
H 1.49 -2.22 0.62
H 1.11 2.20 1.45
H 1.05 1.98 -0.28
H 3.39 2.03 0.98
H 3.04 0.30 1.27
H 2.47 0.49 -1.42
H 4.04 0.00 -0.75
H -0.80 -0.81 -1.73
H -3.08 -1.14 -2.63
H -4.83 0.28 0.82
H -2.65 0.64 1.89
Lu -1.88 -2.56 -0.52
*
```

Here is the ion C9H13F2N2 with charge +1 in a non-equilibrium geometry from the OMol25 dataset. Energies are from ωB97M-V with the def2-TZVPD basis set.

Values from the calculation:
Orbital gap: 9.38 eV
SMILES string: N[C@H]1C=CC(F)=C(F)[C@]1([NH3+])C1CC1
Lowest unoccupied orbital energy: -0.1215 Eh

ORCA input file:
```
! RIJCOSX wB97M-V def2-TZVPD def2/J DEFGRID3
* xyz 1 1
N -1.22 -2.08 0.39
C -0.67 -0.76 0.88
C 0.46 -1.01 1.83
C 1.73 -1.19 1.50
C 2.26 -1.25 0.17
F 3.47 -1.78 0.15
C 1.60 -0.67 -0.80
F 1.72 -0.51 -2.08
C -0.13 -0.02 -0.46
N -0.98 -0.40 -1.59
C 0.08 1.49 -0.07
C -0.13 2.66 -0.97
C -1.09 2.43 0.16
H -1.90 -2.48 1.04
H -0.52 -2.85 0.27
H -1.43 -0.32 1.36
H 0.08 -1.08 2.80
H 2.43 -1.50 2.37
H -1.68 0.41 -1.93
H -0.28 -0.69 -2.40
H -1.40 -1.35 -1.27
H 0.77 1.66 0.63
H -0.49 2.64 -1.99
H 0.61 3.47 -0.91
H -1.18 3.01 1.07
H -2.12 2.15 -0.17
*
```

Here is a cluster of 3 separate species, C9H13F3N3 in total from the OMol25 dataset. Energies are from ωB97M-V with the def2-TZVPD basis set.

Values from the calculation:
Orbital gap: 5.99 eV
Lowest unoccupied orbital energy: -0.1718 Eh

ORCA input file:
```
! RIJCOSX wB97M-V def2-TZVPD def2/J DEFGRID3
* xyz 1 1
N 2.78 1.09 -0.66
C 1.30 1.20 -0.92
F 0.84 2.04 0.00
F 1.09 1.65 -2.13
F 0.79 0.00 -0.75
H 2.94 0.24 -0.10
H 3.09 1.91 -0.14
H 3.32 0.99 -1.53
N 0.31 -2.81 -2.20
C -0.91 -3.42 -2.36
C -0.68 -4.72 -2.71
C 0.73 -4.91 -2.77
C 1.31 -3.71 -2.45
H 0.44 -1.86 -1.94
H -1.83 -2.89 -2.21
H -1.43 -5.46 -2.91
H 1.26 -5.81 -3.02
H 2.35 -3.43 -2.37
N -1.48 2.36 2.21
C -2.31 1.95 3.23
C -2.40 2.98 4.12
C -1.61 4.05 3.63
C -1.06 3.64 2.45
H -1.24 1.81 1.41
H -2.75 0.97 3.22
H -2.98 2.97 5.03
H -1.47 5.01 4.09
H -0.41 4.16 1.76
*
```

Here is the ion C9H13INO2 with charge +1 in a non-equilibrium geometry from the OMol25 dataset. Energies are from ωB97M-V with the def2-TZVPD basis set.

Values from the calculation:
Relative energy (zero: lowest compared OMol25 entry of this formula, charge and spin): 0.249 eV
Orbital gap: 8.60 eV
SMILES string: OC[C@H](I)[C@H](CO)[n+]1ccccc1
Lowest unoccupied orbital energy: -0.1634 Eh

ORCA input file:
```
! RIJCOSX wB97M-V def2-TZVPD def2/J DEFGRID3
* xyz 1 1
O 1.63 -2.64 0.98
C 1.70 -2.25 -0.38
C 1.51 -0.78 -0.55
I 3.12 0.48 -0.06
C 0.15 -0.29 0.34
C -1.14 -0.92 -0.22
O -2.28 -0.39 0.41
N -0.10 1.13 0.17
C -0.34 1.84 1.33
C -0.86 3.11 1.34
C -1.26 3.75 0.15
C -0.93 3.02 -1.02
C -0.49 1.72 -0.94
H 2.39 -2.29 1.51
H 2.65 -2.45 -0.99
H 0.83 -2.85 -0.78
H 1.25 -0.55 -1.59
H 0.23 -0.57 1.42
H -1.21 -0.50 -1.23
H -1.15 -2.01 -0.14
H -2.72 -1.09 0.93
H -0.24 1.27 2.23
H -1.17 3.67 2.30
H -1.72 4.72 0.06
H -1.10 3.49 -1.92
H -0.08 1.23 -1.78
*
```

Here is the ion C9H13INS with charge +1 in a non-equilibrium geometry from the OMol25 dataset. Energies are from ωB97M-V with the def2-TZVPD basis set.

Values from the calculation:
Relative energy (zero: lowest compared OMol25 entry of this formula, charge and spin): 1.413 eV
Orbital gap (spin up / spin down): 5.80 / 6.95 eV
Lowest unoccupied orbital energy (spin up / spin down): -0.2453 / -0.2106 Eh

ORCA input file:
```
! RIJCOSX wB97M-V def2-TZVPD def2/J DEFGRID3
* xyz 1 1
C -0.16 0.18 -0.08
C 1.10 0.31 -0.37
C 3.30 -0.16 -0.04
C 0.51 -1.05 -0.79
C 0.22 -1.33 -2.24
C -3.36 -0.41 1.91
C 2.61 2.16 -0.53
C -1.48 0.47 0.45
C -1.96 -0.67 1.36
N 2.40 0.74 -0.27
S 1.13 -2.33 0.19
I 5.29 0.17 0.26
H 0.63 -2.29 -2.53
H 0.64 -0.56 -2.89
H -0.86 -1.36 -2.41
H -4.09 -0.32 1.11
H -3.39 0.50 2.50
H -3.66 -1.23 2.56
H 3.56 2.47 -0.11
H 1.80 2.75 -0.10
H 2.63 2.34 -1.61
H -2.19 0.59 -0.37
H -1.44 1.42 1.01
H -1.26 -0.79 2.19
H -1.98 -1.60 0.79
*
```

Here is the ion C9H13N2 with charge +1 in a non-equilibrium geometry from the OMol25 dataset. Energies are from ωB97M-V with the def2-TZVPD basis set.

Values from the calculation:
Relative energy (zero: lowest compared OMol25 entry of this formula, charge and spin): 1.386 eV
Orbital gap: 9.08 eV
SMILES string: C/C=C/Cc1c[nH]ccc1=[NH2+]
Lowest unoccupied orbital energy: -0.1301 Eh

ORCA input file:
```
! RIJCOSX wB97M-V def2-TZVPD def2/J DEFGRID3
* xyz 1 1
C 3.42 0.33 -1.09
C 2.13 -0.40 -0.62
C 1.76 -0.53 0.67
C 0.41 -1.12 0.98
C -0.88 -0.58 0.33
C -1.90 -1.35 -0.24
N -3.02 -0.78 -0.76
C -3.21 0.57 -0.60
C -2.30 1.36 0.10
C -1.09 0.80 0.57
N -0.11 1.53 1.09
H 4.02 0.75 -0.36
H 3.41 1.19 -1.88
H 4.03 -0.56 -1.38
H 1.55 -0.78 -1.42
H 2.51 -0.53 1.44
H 0.27 -0.87 2.03
H 0.43 -2.23 0.78
H -1.85 -2.49 -0.36
H -3.83 -1.32 -1.16
H -3.93 1.06 -1.26
H -2.60 2.43 0.41
H -0.09 2.41 1.47
H 0.88 1.09 1.26
*
```

Here is the ion C9H13N3OP with charge +1 in a non-equilibrium geometry from the OMol25 dataset. Energies are from ωB97M-V with the def2-TZVPD basis set.

Values from the calculation:
Relative energy (zero: lowest compared OMol25 entry of this formula, charge and spin): 0.000 eV
Orbital gap (spin up / spin down): 7.21 / 5.62 eV
Lowest unoccupied orbital energy (spin up / spin down): -0.0916 / -0.2719 Eh

ORCA input file:
```
! RIJCOSX wB97M-V def2-TZVPD def2/J DEFGRID3
* xyz 1 3
C 0.45 -4.30 -0.56
C -0.66 -3.69 -1.07
C 1.49 -3.58 0.12
C -0.84 -2.36 -0.81
C 1.26 -2.22 0.31
C 0.02 -1.57 -0.01
C -0.21 -0.19 0.15
C -1.01 2.79 -1.33
C -0.14 3.06 2.22
N -1.01 0.59 -0.48
N -0.87 1.93 -0.20
N 1.80 2.39 -0.01
O 0.48 0.43 1.11
P 0.51 2.10 0.84
H 0.56 -5.37 -0.86
H -1.24 -4.41 -1.72
H 2.40 -4.00 0.39
H -1.82 -1.92 -1.02
H 1.98 -1.61 0.89
H -0.57 3.68 -0.82
H -0.37 2.51 -2.17
H -2.06 2.86 -1.68
H -1.05 3.53 1.81
H -0.38 2.23 2.90
H 0.61 3.75 2.73
H -1.74 0.26 -1.03
H 2.43 3.08 0.30
*
```

Here is a structure of composition C9H13N3PdS5 from the OMol25 dataset. Energies are from ωB97M-V with the def2-TZVPD basis set.

Values from the calculation:
Relative energy (zero: lowest compared OMol25 entry of this formula, charge and spin): 0.448 eV
Orbital gap: 5.16 eV
Lowest unoccupied orbital energy: 0.1776 Eh

ORCA input file:
```
! RIJCOSX wB97M-V def2-TZVPD def2/J DEFGRID3
* xyz -2 1
Pd 0.85 1.14 -0.45
S 2.49 2.30 0.92
S 1.31 3.79 1.74
S -0.34 2.85 2.54
S -1.41 2.16 0.92
S 0.16 -0.59 -2.14
C -1.48 -0.44 -1.90
N -2.00 0.83 -1.70
C -3.27 1.08 -1.36
C -4.17 0.04 -1.34
C -3.63 -1.22 -1.65
N -2.37 -1.47 -1.92
H -1.29 1.57 -1.54
H -3.50 2.11 -1.12
H -5.20 0.19 -1.08
H -4.29 -2.08 -1.65
C 3.04 -1.38 0.19
C 2.18 -0.98 1.39
C 1.94 -2.20 2.28
C 0.85 -0.34 0.98
H 4.01 -1.77 0.51
H 3.20 -0.52 -0.46
H 2.53 -2.16 -0.39
H 2.74 -0.24 1.98
H 1.41 -2.98 1.72
H 1.32 -1.94 3.15
H 2.88 -2.64 2.65
H 0.37 0.09 1.87
H 0.20 -1.14 0.60
N 0.68 3.36 -2.81
C 0.80 2.59 -1.95
*
```